# 1
This record from the OMol25 dataset describes C38H50ClO4S3SiY as an isolated structure. The level of theory is ωB97M-V with the def2-TZVPD basis set.

Last column: Löwdin charge in e.
Cartesian coordinates (Å):
Y: -1.001744 0.026019 0.772752  1.205
C: 2.580621 4.498345 4.559677  -0.059
C: 1.477719 3.521650 4.138464  -0.388
C: 0.133611 3.938076 4.730147  -0.065
C: 1.466038 3.384123 2.626483  -0.210
C: 0.571199 4.087595 1.830374  -0.040
C: 0.660941 4.050161 0.447142  -0.037
C: 1.648961 3.314757 -0.195891  -0.261
C: 1.817240 3.404956 -1.687917  -0.030
C: 2.511754 2.555009 0.597949  -0.066
C: 2.422458 2.597028 1.982467  -0.070
H: 2.637713 4.573683 5.647024  0.078
H: 2.372803 5.492282 4.158750  0.088
H: 3.554749 4.184093 4.183261  0.076
H: 1.730232 2.545693 4.566722  0.109
H: -0.126553 4.957159 4.440734  0.081
H: 0.182505 3.912424 5.819694  0.081
H: -0.665738 3.273961 4.401953  0.073
H: -0.210113 4.679437 2.282549  0.100
H: -0.046699 4.619799 -0.143681  0.120
H: 2.585607 4.141962 -1.933799  0.090
H: 0.891845 3.728900 -2.163271  0.072
H: 2.120061 2.456560 -2.124081  0.051
H: 3.277633 1.951727 0.124524  0.104
H: 3.143054 2.040914 2.577605  0.110
C: 0.208396 -3.350978 3.560807  -0.498
C: -0.632120 -2.186598 4.066999  -0.493
S: -0.196470 -0.490028 3.581163  0.864
C: 1.570514 -0.336814 3.903662  -0.491
C: 2.518953 -0.965674 2.889529  -0.469
S: 1.941645 -0.716057 1.186654  0.813
C: 2.325106 -2.332189 0.455838  -0.496
C: 1.883640 -3.573351 1.234411  -0.499
S: 0.152603 -3.586054 1.760259  0.904
H: -0.203632 -4.254205 4.014462  0.078
H: 1.241706 -3.279045 3.894346  0.066
H: -0.639277 -2.211239 5.158429  0.083
H: -1.663505 -2.286780 3.726905  0.065
H: 1.779916 -0.682209 4.917029  0.098
H: 1.709874 0.744719 3.894158  0.027
H: 2.625931 -2.029642 3.060843  0.044
H: 3.505232 -0.514554 3.007702  0.087
H: 3.400234 -2.384833 0.274326  0.092
H: 1.828722 -2.307558 -0.515119  0.038
H: 2.518310 -3.768892 2.097543  0.068
H: 2.004390 -4.431923 0.572252  0.080
C: -4.526078 -3.036081 0.152848  -0.089
C: -3.544976 -1.905643 -0.158064  -0.526
C: -4.302853 -0.692506 -0.698803  -0.088
C: -2.706816 -1.510722 1.069550  -0.312
H: -5.127167 -3.294492 -0.722336  0.073
H: -5.205707 -2.736596 0.955487  0.079
H: -3.996529 -3.934378 0.478804  0.069
H: -2.879324 -2.264373 -0.950940  0.090
H: -4.981201 -0.300036 0.063310  0.081
H: -4.891861 -0.950992 -1.580424  0.077
H: -3.628800 0.116594 -0.992422  0.051
H: -2.295566 -2.415679 1.535730  -0.012
H: -3.390119 -1.068366 1.818069  0.057
O: -2.535867 3.847716 1.470490  -0.258
Cl: -2.644436 2.445530 1.345203  0.687
O: -2.115891 1.998906 0.037287  -0.437
O: -3.969897 1.982686 1.518211  -0.262
O: -1.751781 1.751466 2.299063  -0.478
C: -0.138370 -5.186367 -3.048482  -0.095
C: 0.286445 -4.257929 -3.991466  -0.084
C: 0.292466 -2.905389 -3.684113  -0.090
C: -0.125705 -2.437585 -2.433413  -0.312
C: -0.552988 -3.389562 -1.512337  -0.166
C: -0.563037 -4.749797 -1.803586  -0.087
Si: -0.094223 -0.571529 -2.002125  0.691
C: 1.527163 -0.016016 -2.859934  -0.306
C: 1.519743 0.492006 -4.162698  -0.109
C: 2.692334 0.864817 -4.806907  -0.084
C: 3.916379 0.729224 -4.167059  -0.096
C: 3.952932 0.215140 -2.878978  -0.093
C: 2.773522 -0.143780 -2.241643  -0.138
C: -1.463511 0.170901 -3.099066  -0.327
C: -1.581751 1.558969 -3.224231  -0.131
C: -2.617048 2.138988 -3.939334  -0.084
C: -3.574728 1.337591 -4.548818  -0.094
C: -3.480568 -0.040939 -4.436430  -0.092
C: -2.438003 -0.613565 -3.718462  -0.107
H: -0.142138 -6.242175 -3.288066  0.098
H: 0.614812 -4.592006 -4.968077  0.100
H: 0.636447 -2.197111 -4.429772  0.101
H: -0.914089 -3.063733 -0.547159  0.021
H: -0.913472 -5.458304 -1.061707  0.101
H: 0.577036 0.617446 -4.682499  0.098
H: 2.649010 1.263819 -5.812814  0.101
H: 4.830915 1.021538 -4.666832  0.098
H: 4.900041 0.106136 -2.363761  0.100
H: 2.832063 -0.512606 -1.222559  0.031
H: -0.846006 2.200770 -2.749727  0.086
H: -2.682562 3.217166 -4.017718  0.101
H: -4.388336 1.786917 -5.103917  0.098
H: -4.222467 -0.674604 -4.906820  0.101
H: -2.383465 -1.693844 -3.642408  0.098

Forces on the atoms, in the same order (eV/Å):
Y 0.74 0.01 0.21
C -0.02 0.00 0.00
C -0.02 0.04 -0.02
C 0.06 -0.04 -0.02
C 0.05 -0.07 0.07
C 0.01 0.03 0.01
C -0.01 0.02 0.02
C 0.07 -0.08 0.02
C 0.01 0.01 0.04
C -0.03 0.20 -0.11
C -0.03 0.10 0.03
H 0.00 0.00 0.01
H 0.00 0.01 0.00
H 0.01 0.00 0.00
H 0.05 0.01 0.00
H -0.01 0.01 0.00
H 0.00 0.00 0.00
H -0.05 0.00 -0.01
H -0.03 0.02 0.02
H -0.02 0.00 0.00
H 0.00 0.00 0.00
H -0.01 -0.01 -0.03
H 0.02 -0.06 -0.03
H -0.01 -0.01 -0.02
H -0.01 0.00 -0.01
C 0.01 -0.01 -0.06
C 0.11 0.10 0.10
S -0.26 -0.24 0.22
C -0.08 0.19 -0.11
C -0.11 0.08 0.02
S 0.20 -0.18 -0.12
C -0.11 -0.12 0.10
C 0.01 0.01 -0.05
S -0.05 0.12 -0.01
H 0.03 0.00 0.00
H 0.01 0.02 0.01
H -0.03 0.00 0.00
H -0.03 0.00 0.02
H 0.01 -0.04 -0.01
H 0.01 -0.08 0.05
H 0.01 -0.05 0.00
H 0.00 0.01 -0.06
H 0.01 0.01 -0.01
H -0.02 -0.05 0.03
H 0.00 0.00 0.03
H 0.01 0.02 -0.03
C 0.05 -0.01 -0.01
C -0.15 0.14 0.04
C 0.03 -0.05 0.01
C -0.21 -0.03 -0.01
H -0.01 -0.02 -0.01
H 0.00 0.01 0.00
H 0.00 -0.01 0.01
H -0.02 0.03 -0.04
H 0.01 0.02 0.01
H -0.01 -0.01 -0.02
H -0.01 0.02 -0.02
H -0.06 -0.03 0.00
H 0.01 -0.03 0.01
O 0.10 0.02 0.01
Cl -0.26 0.23 0.02
O 0.01 -0.20 -0.21
O -0.08 0.03 0.00
O 0.07 -0.09 0.12
C 0.00 -0.02 0.01
C 0.00 0.01 0.00
C 0.06 0.00 0.01
C 0.12 0.08 -0.06
C -0.07 -0.12 -0.03
C -0.01 0.01 0.01
Si 0.03 -0.07 -0.22
C -0.09 0.03 -0.04
C -0.01 0.06 0.02
C 0.04 0.01 0.00
C -0.04 -0.01 -0.02
C 0.01 0.02 0.02
C -0.01 -0.02 0.10
C -0.04 -0.05 0.10
C 0.01 -0.01 0.04
C -0.02 0.03 -0.02
C 0.03 -0.01 0.02
C -0.02 0.01 -0.01
C 0.02 -0.02 -0.03
H 0.00 -0.01 0.00
H 0.00 0.00 0.00
H 0.01 0.00 -0.01
H -0.02 0.02 0.08
H 0.01 0.00 -0.01
H -0.01 -0.02 0.00
H 0.00 0.00 -0.01
H 0.01 0.00 0.00
H 0.01 0.00 0.00
H 0.05 0.10 -0.17
H 0.01 0.02 0.03
H 0.00 0.01 0.00
H 0.00 0.00 0.00
H -0.01 -0.01 0.00
H 0.00 -0.02 0.00

Values from the calculation:
Multiplicity = 1
Total energy = -3761.337567 Ha
Charge = 0
Gap between HOMO and LUMO = 7.20 eV
ΔE to the lowest compared entry with this formula, charge and spin = 8.7 kcal per mole

# 2
This record from the OMol25 dataset describes a single C3H5F3 molecule at a distorted geometry. The level of theory is ωB97M-V with the def2-TZVPD basis set.

Last column: Löwdin charge in e.
Cartesian coordinates (Å):
F: 1.759488 -1.222121 -0.210714  -0.020
C: 1.377796 0.096083 -0.055343  -0.131
C: -0.094799 0.364539 -0.338983  -0.352
F: -0.182400 1.703971 -0.179859  0.024
C: -1.158181 -0.342373 0.369712  -0.125
F: -2.223497 -0.848712 -0.430986  -0.073
H: 1.451567 0.386667 0.945350  0.114
H: 1.912680 0.712882 -0.728721  0.122
H: -0.362054 0.098013 -1.377159  0.165
H: -0.818817 -1.249417 0.850896  0.125
H: -1.661784 0.300467 1.155811  0.153

Forces on the atoms, in the same order (eV/Å):
F -0.23 0.12 0.01
C -1.60 -1.09 -0.42
C -0.04 -1.24 -2.69
F -0.34 1.60 0.16
C -2.26 -0.96 2.63
F 0.86 0.89 -0.16
H 1.02 0.39 1.72
H 0.83 0.57 -0.47
H 0.54 0.37 -0.17
H 0.50 -0.11 0.29
H 0.71 -0.55 -0.89

Values from the calculation:
Multiplicity = 1
Total energy = -416.871024 Ha
Charge = 0
Gap between HOMO and LUMO = 13.12 eV
Structure (SMILES) = FCC(F)CF
ΔE to the lowest compared entry with this formula, charge and spin = 33.1 kcal per mole

# 3
This record from the OMol25 dataset describes a 2-piece molecular cluster, CH8N2S overall at a distorted geometry. The level of theory is ωB97M-V with the def2-TZVPD basis set.

Last column: Löwdin charge in e.
Cartesian coordinates (Å):
N: -0.258074 -0.804714 1.669555  -0.003
C: 0.680363 -1.508656 0.851496  -0.363
N: 0.081218 -2.215704 -0.308637  -0.022
H: -0.365220 0.167021 1.494923  0.052
H: -1.021628 -1.345172 2.043689  0.065
H: 1.392310 -0.799204 0.444652  0.103
H: 1.222297 -2.278224 1.390048  0.089
H: -0.913337 -2.326017 -0.216622  0.042
H: 0.286083 -1.823869 -1.207276  0.038
S: -0.315806 3.929927 -2.517096  0.475
H: 0.547810 4.399011 -1.618053  -0.231
H: -1.336011 4.605603 -2.026681  -0.244

Forces on the atoms, in the same order (eV/Å):
N 0.78 -0.69 0.55
C -0.68 -0.32 -1.17
N 0.29 -0.35 0.26
H -0.54 0.29 -0.12
H -0.02 0.43 -0.09
H 0.26 0.12 0.17
H 0.06 0.10 0.52
H -0.19 0.06 0.06
H 0.03 0.37 -0.19
S 0.34 -0.45 -0.42
H 0.04 0.12 0.15
H -0.38 0.33 0.28

Values from the calculation:
Multiplicity = 1
Total energy = -550.563058 Ha
Charge = 0
Gap between HOMO and LUMO = 9.49 eV
Structure (SMILES) = NCN.S
ΔE to the lowest compared entry with this formula, charge and spin = 10.4 kcal per mole